[1]
# C20H10Cl5HfN2O3S

C20H10Cl5HfN2O3S as an isolated structure (ωB97M-V with the def2-TZVPD basis set, OMol25).

Geometry as XYZ:
```
42
Properties=species:S:1:pos:R:3
Hf 0.504 -0.613 0.099
O -0.211 1.303 0.654
N 0.100 2.250 -0.249
C -0.879 3.121 -0.574
C -0.649 4.122 -1.472
C 0.619 4.229 -2.047
C 1.595 3.325 -1.712
C 1.339 2.290 -0.803
S 2.478 1.060 -0.414
H -1.819 2.941 -0.075
H -1.450 4.800 -1.725
H 0.830 5.009 -2.766
H 2.578 3.359 -2.158
Cl 6.287 -1.729 4.215
C 4.948 -1.861 3.128
C 3.743 -1.269 3.455
C 2.696 -1.403 2.564
Cl 1.157 -0.640 2.896
C 2.783 -2.088 1.350
O 1.746 -2.169 0.519
C 4.032 -2.657 1.063
Cl 4.213 -3.497 -0.433
C 5.097 -2.550 1.935
H 3.619 -0.713 4.373
H 6.044 -3.003 1.679
Cl -1.317 1.084 -4.087
C -2.208 0.336 -2.805
C -3.597 0.404 -2.780
C -4.305 -0.175 -1.747
Cl -6.037 -0.084 -1.761
C -3.659 -0.826 -0.679
C -4.289 -1.466 0.426
C -3.494 -2.096 1.388
C -2.125 -2.057 1.320
N -1.470 -1.395 0.300
C -2.253 -0.859 -0.723
C -1.523 -0.318 -1.793
O -0.175 -0.441 -1.756
H -4.115 0.909 -3.583
H -5.366 -1.478 0.498
H -3.957 -2.624 2.210
H -1.510 -2.532 2.072
```

ΔE to the lowest compared entry with this formula, charge and spin = 0.00 kcal per mole
LUMO energy (spin up / spin down) = -0.321 / -0.318 eV
expectation value of S² = 0.777
multiplicity = 2
highest occupied orbital energy (spin up / spin down) = -0.209 / -0.292 Ha

[2]
# C49H52KN15O4S

C49H52KN15O4S as an isolated structure (ωB97M-V with the def2-TZVPD basis set, OMol25).

Geometry as XYZ:
```
122
Properties=species:S:1:pos:R:3
K -0.109 -0.025 -0.009
N -0.750 2.990 2.641
C -1.896 2.431 2.104
N -3.084 2.999 2.321
N -3.943 2.215 1.646
N -3.299 1.256 1.066
N -1.975 1.351 1.335
C 0.551 2.503 2.681
N 1.435 3.049 3.517
N 2.584 2.415 3.225
N 2.386 1.551 2.283
N 1.085 1.567 1.904
H -0.931 3.704 3.326
C 3.366 -1.330 3.730
C 2.428 -2.453 3.398
C 2.059 -3.386 4.361
C 1.186 -4.420 4.058
C 0.689 -4.538 2.771
C 1.038 -3.635 1.773
C 0.523 -3.808 0.380
C 1.896 -2.584 2.108
N 2.147 -1.546 1.171
C 3.221 -1.534 0.506
C 4.272 -2.615 0.531
C 3.515 -0.370 -0.422
C 4.921 0.166 -0.377
N 2.593 0.027 -1.189
C 2.843 0.950 -2.233
C 2.902 2.329 -2.017
C 2.771 2.901 -0.641
C 3.042 3.159 -3.128
C 3.120 2.637 -4.409
C 3.046 1.266 -4.600
C 2.899 0.402 -3.521
C 2.751 -1.077 -3.714
H 3.500 -1.255 4.810
H 3.011 -0.371 3.347
H 4.353 -1.498 3.285
H 2.451 -3.278 5.367
H 0.887 -5.123 4.827
H -0.007 -5.333 2.522
H -0.349 -4.464 0.373
H 1.294 -4.262 -0.255
H 0.256 -2.879 -0.119
H 4.005 -3.402 1.233
H 5.247 -2.210 0.803
H 4.365 -3.049 -0.468
H 5.126 0.507 0.641
H 5.039 1.001 -1.064
H 5.651 -0.603 -0.633
H 3.568 2.575 0.031
H 1.849 2.570 -0.162
H 2.776 3.991 -0.677
H 3.074 4.231 -2.967
H 3.229 3.297 -5.264
H 3.082 0.849 -5.600
H 2.810 -1.329 -4.774
H 1.790 -1.414 -3.313
H 3.537 -1.626 -3.186
N -3.057 0.384 -1.931
C -3.409 -0.926 -2.460
C -2.348 -1.949 -2.090
C -0.970 -1.611 -2.695
O -0.934 -1.398 -3.925
O 0.002 -1.586 -1.897
H -2.987 0.358 -0.914
H -3.798 1.056 -2.098
H -3.447 -0.867 -3.551
H -4.399 -1.283 -2.114
H -2.632 -2.926 -2.500
H -2.272 -2.058 -1.004
S -1.594 5.271 -4.863
C -1.145 4.011 -3.684
C -1.150 4.285 -2.324
C -0.726 3.287 -1.459
N -0.330 2.090 -1.873
C -0.380 1.811 -3.169
C -0.771 2.749 -4.118
C -0.094 6.223 -4.828
C -0.124 7.584 -4.554
C 1.069 8.292 -4.560
N 2.256 7.745 -4.798
C 2.273 6.434 -5.043
C 1.142 5.639 -5.082
H -1.465 5.249 -1.947
H -0.706 3.455 -0.386
H -0.111 0.801 -3.463
H -0.782 2.491 -5.168
H -1.059 8.079 -4.330
H 1.062 9.356 -4.346
H 3.247 5.990 -5.221
H 1.223 4.577 -5.272
C -2.782 -4.114 4.568
O -3.784 -3.720 3.643
C -3.653 -4.182 2.372
C -3.086 -5.407 2.059
C -3.060 -5.857 0.745
C -3.607 -5.084 -0.264
C -4.149 -3.845 0.043
C -4.151 -3.370 1.344
N -4.711 -2.103 1.591
C -4.447 -1.134 2.488
C -3.353 -0.877 3.277
C -3.476 0.208 4.215
C -2.418 0.673 4.911
C -1.122 0.117 4.660
C -0.941 -0.869 3.758
C -2.039 -1.443 3.000
O -1.837 -2.302 2.127
H -2.914 -3.481 5.443
H -1.789 -3.945 4.141
H -2.893 -5.163 4.860
H -2.659 -6.012 2.847
H -2.601 -6.811 0.516
H -3.578 -5.414 -1.294
H -4.512 -3.200 -0.749
H -5.418 -1.842 0.922
H -5.249 -0.403 2.532
H -4.450 0.672 4.321
H -2.524 1.513 5.584
H -0.258 0.548 5.154
H 0.048 -1.239 3.521
```

charge = -2
ΔE to the lowest compared entry with this formula, charge and spin = 42.77 kcal per mole
LUMO energy = 3.657 eV
multiplicity = 1
highest occupied orbital energy = -0.082 Ha

[3]
# C76H114O57

A 19-piece molecular cluster, C76H114O57 overall in a non-equilibrium geometry (ωB97M-V with the def2-TZVPD basis set, OMol25).

Geometry as XYZ:
```
247
Properties=species:S:1:pos:R:3
C 3.264 -3.271 -0.564
C 2.533 -4.315 -1.451
C 1.362 -5.020 -0.825
O 0.211 -4.537 -1.558
C 0.608 -3.664 -2.514
O -0.078 -2.958 -3.292
O 1.901 -3.557 -2.475
H 2.595 -2.562 -0.078
H 4.032 -2.690 -1.074
H 3.798 -3.796 0.229
H 3.262 -5.019 -1.851
H 1.280 -4.766 0.232
H 1.385 -6.105 -0.923
C 5.953 -3.318 -3.939
C 4.522 -3.300 -4.546
C 3.722 -2.023 -4.533
O 3.214 -1.940 -5.828
C 3.858 -2.822 -6.622
O 3.861 -2.853 -7.851
O 4.634 -3.666 -5.919
H 6.552 -2.481 -4.299
H 6.402 -4.250 -4.284
H 6.054 -3.386 -2.856
H 3.901 -4.097 -4.135
H 4.445 -1.217 -4.413
H 2.901 -2.052 -3.816
C 4.216 0.493 3.998
C 3.845 -0.720 4.833
C 4.069 -0.617 6.340
O 2.826 -0.859 6.886
C 1.901 -0.818 5.931
O 0.720 -0.855 6.164
O 2.460 -0.692 4.711
H 5.291 0.669 3.955
H 3.765 1.418 4.358
H 3.911 0.379 2.958
H 4.334 -1.648 4.538
H 4.276 0.428 6.572
H 4.854 -1.323 6.609
C -2.359 5.572 3.683
C -2.052 5.744 2.175
C -1.913 4.480 1.405
O -2.620 4.698 0.212
C -3.359 5.767 0.309
O -4.101 6.188 -0.604
O -3.068 6.386 1.451
H -1.510 5.186 4.246
H -3.233 4.954 3.888
H -2.578 6.535 4.145
H -1.143 6.344 2.142
H -2.256 3.638 2.006
H -0.859 4.375 1.148
C -5.866 1.113 -0.625
C -6.249 0.207 0.606
C -5.178 0.018 1.649
O -5.910 -0.117 2.864
C -7.020 0.507 2.689
O -7.730 0.981 3.560
O -7.220 0.770 1.424
H -5.101 0.593 -1.202
H -5.500 2.111 -0.384
H -6.694 1.299 -1.309
H -6.575 -0.806 0.370
H -4.455 0.832 1.705
H -4.629 -0.919 1.548
C 1.028 3.221 4.561
C 1.721 4.552 4.750
C 3.201 4.546 4.478
O 3.332 5.545 3.457
C 2.105 5.935 3.073
O 1.878 6.685 2.121
O 1.175 5.378 3.769
H 1.453 2.409 5.151
H 1.054 2.914 3.516
H -0.003 3.339 4.894
H 1.496 4.981 5.726
H 3.529 3.592 4.064
H 3.749 4.872 5.362
C 4.544 0.547 -1.711
C 5.650 1.656 -1.746
C 6.888 1.469 -2.627
O 6.863 2.562 -3.508
C 5.859 3.365 -3.217
O 5.649 4.394 -3.852
O 5.047 2.836 -2.210
H 4.132 0.486 -2.719
H 3.722 0.790 -1.037
H 5.092 -0.351 -1.425
H 6.037 1.777 -0.734
H 6.881 0.490 -3.105
H 7.767 1.364 -1.991
C 2.177 -5.740 7.714
C 1.699 -4.318 7.257
C 1.178 -4.220 5.806
O -0.111 -3.788 5.987
C -0.400 -3.628 7.244
O -1.484 -3.266 7.694
O 0.626 -3.965 8.019
H 2.429 -5.700 8.773
H 3.116 -6.083 7.279
H 1.389 -6.492 7.665
H 2.526 -3.624 7.112
H 1.250 -5.158 5.256
H 1.792 -3.501 5.264
C 1.402 0.057 1.474
C 0.626 0.536 0.153
C 0.128 -0.656 -0.684
O -1.287 -0.422 -0.708
C -1.628 0.709 0.062
O -2.744 1.159 0.097
O -0.546 1.241 0.602
H 1.500 0.993 2.025
H 2.402 -0.305 1.237
H 0.901 -0.743 2.019
H 1.239 1.220 -0.434
H 0.340 -1.630 -0.243
H 0.607 -0.655 -1.663
C -6.071 4.247 2.594
C -7.509 4.625 2.173
C -7.883 4.109 0.771
O -9.157 3.530 0.970
C -9.340 3.294 2.312
O -10.278 2.663 2.801
O -8.415 3.968 3.011
H -6.027 4.327 3.680
H -5.270 4.857 2.177
H -5.836 3.242 2.242
H -7.704 5.696 2.222
H -7.163 3.413 0.341
H -7.974 4.821 -0.049
C 6.474 -1.781 1.547
C 6.944 -2.948 2.399
C 8.243 -3.599 2.010
O 8.932 -3.652 3.222
C 8.354 -2.968 4.196
O 8.667 -2.921 5.350
O 7.228 -2.436 3.705
H 6.124 -2.104 0.566
H 7.191 -0.969 1.423
H 5.608 -1.325 2.026
H 6.195 -3.735 2.479
H 8.920 -3.092 1.323
H 8.121 -4.587 1.566
C -3.386 -2.010 4.705
C -2.269 -0.884 4.882
C -1.436 -0.713 3.610
O -1.653 0.638 3.352
C -2.671 1.215 4.069
O -3.220 2.334 3.866
O -2.990 0.369 5.016
H -3.018 -3.027 4.570
H -4.056 -1.698 3.903
H -4.088 -2.092 5.535
H -1.642 -1.067 5.754
H -1.772 -1.405 2.838
H -0.397 -0.810 3.925
C 2.577 2.655 -5.869
C 3.382 1.350 -5.949
C 3.636 0.721 -7.335
O 5.038 0.494 -7.348
C 5.612 0.976 -6.258
O 6.824 0.799 -5.936
O 4.701 1.654 -5.500
H 1.537 2.429 -6.102
H 2.874 3.440 -6.564
H 2.531 3.035 -4.848
H 2.988 0.708 -5.161
H 3.410 1.350 -8.195
H 3.051 -0.178 -7.530
C -0.125 -7.644 4.067
C 0.031 -6.567 2.972
C -0.529 -6.909 1.624
O -1.220 -5.680 1.270
C -1.262 -4.860 2.298
O -1.590 -3.673 2.169
O -0.626 -5.423 3.354
H 0.550 -8.477 3.871
H -1.169 -7.956 4.066
H 0.135 -7.272 5.058
H 1.069 -6.272 2.816
H -1.287 -7.692 1.596
H 0.233 -7.120 0.874
C -0.146 -2.903 -7.063
C -0.869 -1.707 -7.644
C -1.432 -0.699 -6.660
O -0.773 0.500 -6.938
C -0.028 0.400 -8.032
O 0.592 1.320 -8.536
O 0.011 -0.901 -8.390
H 0.550 -3.388 -7.747
H -0.873 -3.577 -6.610
H 0.466 -2.546 -6.235
H -1.677 -2.112 -8.254
H -1.132 -0.976 -5.650
H -2.518 -0.646 -6.742
C -3.255 -3.031 -2.156
C -3.728 -4.247 -1.339
C -5.086 -4.835 -1.780
O -4.897 -6.199 -1.975
C -3.586 -6.521 -1.602
O -3.147 -7.628 -1.555
O -2.890 -5.413 -1.428
H -3.977 -2.216 -2.107
H -3.067 -3.227 -3.212
H -2.301 -2.701 -1.746
H -3.716 -3.943 -0.292
H -5.360 -4.422 -2.751
H -5.829 -4.785 -0.985
C -3.120 0.409 -3.689
C -1.960 1.396 -4.055
C -1.920 2.718 -3.352
O -0.563 2.859 -3.071
C 0.079 1.674 -3.202
O 1.307 1.492 -3.107
O -0.750 0.741 -3.686
H -3.318 0.430 -2.617
H -2.886 -0.625 -3.938
H -4.055 0.700 -4.168
H -1.967 1.599 -5.126
H -2.550 2.766 -2.464
H -2.334 3.548 -3.925
C 0.802 5.179 -0.920
C 2.196 4.474 -0.998
C 3.411 5.321 -0.772
O 4.055 4.676 0.266
C 3.410 3.620 0.709
O 3.779 2.852 1.559
O 2.185 3.510 0.086
H 0.673 5.914 -1.714
H 0.705 5.632 0.067
H -0.001 4.453 -1.046
H 2.296 3.954 -1.950
H 3.222 6.349 -0.465
H 3.968 5.334 -1.709
C -6.045 3.866 -2.609
C -7.390 4.414 -3.337
C -7.864 3.587 -4.534
O -9.158 3.183 -4.192
C -9.552 3.699 -3.041
O -10.659 3.612 -2.535
O -8.469 4.120 -2.425
H -5.952 4.169 -1.566
H -5.088 4.224 -2.989
H -6.006 2.778 -2.654
H -7.345 5.470 -3.604
H -7.249 2.701 -4.693
H -7.806 4.173 -5.451
```

ΔE to the lowest compared entry with this formula, charge and spin = 0.00 kcal per mole
LUMO energy = -1.364 eV
multiplicity = 1
highest occupied orbital energy = -0.356 Ha